Record 1
This record from the Open Molecules 2025 dataset describes a 2-piece molecular cluster, C2H7OPS2 overall. The level of theory is the ωB97M-V functional and the def2-TZVPD basis.

## Properties
**Charge**: 0
**Kohn-Sham gap (alpha / beta)**: 8.92 / 5.15 eV
**E_HOMO (alpha / beta)**: -0.336 / -0.263 Ha
**Lowest unoccupied orbital energy (alpha / beta)**: -0.215 / -2.019 eV
**Energy relative to the best compared isomer or geometry (same formula, charge and spin)**: 3.8194 eV

Structure (XYZ):
```
13
Properties=species:S:1:pos:R:3:mulliken_charge:R:1
C 0.258 0.633 -0.409 -1.283
C 0.683 -0.767 -0.851 -0.360
O -1.740 -1.449 0.082 -0.422
P -0.205 -1.670 0.532 0.048
S -2.888 1.239 4.296 -0.165
S -1.441 0.532 3.030 -0.101
H -0.732 0.808 -0.339 0.467
H 0.710 0.967 0.469 0.358
H 0.679 1.318 -1.140 0.343
H 1.882 -0.812 -0.708 0.271
H 0.275 -1.144 -1.820 0.328
H -2.387 -1.344 0.711 0.313
H -0.308 1.027 3.792 0.202
```



Record 2
This record from the Open Molecules 2025 dataset describes the molecule C6H9N. The level of theory is the ωB97M-V functional and the def2-TZVPD basis.

## Properties
**Charge**: 0
**Kohn-Sham gap**: 10.79 eV
**SMILES**: C[C@H]1C[C@H]1C1=NC1
**E_HOMO**: -0.357 Ha
**Lowest unoccupied orbital energy**: 1.070 eV
**Energy relative to the best compared isomer or geometry (same formula, charge and spin)**: 2.6744 eV

Structure (XYZ):
```
16
Properties=species:S:1:pos:R:3:mulliken_charge:R:1
C -0.141 1.656 0.650 -1.353
C -0.551 1.017 -0.656 0.216
C 0.407 0.253 -1.504 -0.745
C 0.717 -1.758 1.248 -0.348
C -0.708 -0.487 -0.794 -0.035
C -0.301 -1.361 0.299 0.182
N -0.637 -2.384 0.946 -0.648
H 0.602 1.050 1.177 0.260
H 0.294 2.646 0.474 0.365
H -1.006 1.779 1.311 0.324
H -1.309 1.572 -1.206 0.342
H 0.354 0.337 -2.585 0.267
H 1.595 -2.315 0.917 0.222
H 1.406 0.087 -1.107 0.273
H 0.827 -1.244 2.204 0.243
H -1.552 -0.848 -1.375 0.434
```



Record 3
This record from the Open Molecules 2025 dataset describes the molecule C3H6N4S. The level of theory is the ωB97M-V functional and the def2-TZVPD basis.

## Properties
**Charge**: 0
**Kohn-Sham gap**: 8.41 eV
**SMILES**: Cc1n[nH]n(N)c1=S
**E_HOMO**: -0.291 Ha
**Lowest unoccupied orbital energy**: 0.479 eV
**Energy relative to the best compared isomer or geometry (same formula, charge and spin)**: 2.8457 eV

Structure (XYZ):
```
14
Properties=species:S:1:pos:R:3:mulliken_charge:R:1
C -2.327 0.558 -0.058 -1.096
C -0.959 0.050 0.059 0.504
C 0.348 0.641 0.047 0.166
H -3.136 -0.204 0.018 0.317
H -2.497 1.019 -0.993 0.277
H -2.554 1.363 0.654 0.307
H 0.976 -2.358 0.196 0.277
H 2.935 0.280 -0.701 0.292
H 2.843 -0.044 0.976 0.296
N -0.776 -1.269 0.092 -0.563
N 0.542 -1.514 -0.146 -0.075
N 1.213 -0.336 -0.112 0.566
N 2.608 -0.402 -0.018 -0.840
S 0.784 2.217 -0.014 -0.428
```



Which of these has the highest energy relative to the best compared isomer or geometry (same formula, charge and spin)? C2H7OPS2



What is the formula in the first record? C2H7OPS2